1.
The following is a quantum chemistry calculation of C12H8B2Br4F30O18P5V2Zr as an isolated structure in a non-equilibrium geometry, from the OMol25 dataset.

Results
- charge = +1
- E_HOMO (Ha) = -0.4546
- spin multiplicity = 3
- total energy (eV) = -511604.07417
- E_LUMO (eV) = -8.29
- gap between HOMO and LUMO (eV) = 4.080

Structure (XYZ):
```
82
Properties=species:S:1:pos:R:3:mulliken_charge:R:1
F 4.2120 -10.4120 20.2362 -0.3915
Br 10.4211 -6.8515 15.9825 -0.1547
C 9.8771 -7.7891 14.2750 -0.9278
F 2.0832 -12.4259 19.5157 -0.2866
F 2.8068 -13.7205 21.0655 -0.2799
F 0.4721 -13.7702 20.4859 -0.2860
F 1.7812 -15.3675 14.3121 -0.3134
F 8.9640 -15.2180 9.7551 -0.3154
C 3.0325 -7.3865 13.4332 -0.4929
F 10.1151 -11.7219 12.1732 -0.3534
H 4.9066 -7.7675 14.3356 0.0709
F 4.8625 -9.8290 23.3640 -0.3621
P 0.5670 -14.5806 13.6640 1.4559
F 9.7666 -9.4495 11.7695 -0.2239
C 3.4848 -12.4759 15.8799 1.2969
H 10.2085 -7.0981 13.4998 0.5083
O 2.6127 -13.2139 16.3472 -0.0287
F 5.9587 -10.8136 21.7188 -0.3350
F 6.8245 -15.7027 8.8735 -0.3062
F 8.6172 -14.8750 7.3494 -0.2767
H 2.6386 -7.2391 12.4276 0.3564
O 7.1316 -15.1382 14.2029 -0.0123
O 8.7054 -18.0886 13.2001 -0.5394
C 8.4395 -8.1859 14.1879 -0.1792
O 7.4204 -17.3583 15.0106 -0.3838
F 1.2571 -14.1652 18.2544 -0.3808
V 1.3733 -15.1198 16.3248 1.4626
O 0.5829 -16.3477 16.9395 -0.4250
O 6.3066 -12.5232 14.2557 -0.5039
O 4.5984 -11.7811 18.0347 -0.4942
C 4.5408 -11.7706 16.8128 -0.0318
O 8.7350 -15.2000 12.4812 -0.5887
B 6.6874 -16.1060 15.2631 0.9736
F 8.9106 -11.2884 10.6583 -0.1595
F 7.3747 -13.8130 10.1892 -0.2295
F 10.4082 -9.9785 9.5025 -0.3166
F 3.9174 -11.5510 22.1569 -0.3008
F -0.3921 -15.5397 14.5812 -0.3651
P 7.9173 -14.4763 8.8014 1.2127
H 7.8632 -7.2873 14.4084 0.3622
O 3.4995 -15.9786 16.6924 -0.7947
H 4.9526 -7.8514 12.5266 0.2173
O 5.6331 -14.9436 18.4637 -0.5642
C 4.7044 -15.8789 16.3485 0.6809
Br 2.4726 -9.1642 14.1503 -0.1290
F 3.2953 -13.9845 19.0640 -0.2896
F 8.9776 -13.2660 9.0902 -0.1804
C 8.0018 -15.7298 13.3839 0.5430
H 8.1316 -8.4693 13.1814 0.1902
C 8.0545 -17.2469 13.8451 0.1938
O 5.0984 -10.7444 13.4587 -0.3598
C 4.5455 -7.3413 13.3996 -0.2780
Br 5.3795 -5.5910 13.3981 -0.1454
H 10.5822 -8.6203 14.2652 0.3343
F 2.9170 -9.4964 22.1009 -0.3406
F 0.6058 -15.5968 12.3697 -0.3408
Br 8.1624 -9.7661 15.2694 -0.0812
F 11.9244 -10.5016 11.3728 -0.2879
F -0.6548 -13.7755 13.0081 -0.3101
C 5.8132 -15.4396 17.2984 0.3594
P 1.9083 -13.9684 19.7470 1.1441
F 1.8420 -15.5720 19.8452 -0.3881
B 5.1567 -11.6690 14.5989 1.1314
F 6.7820 -13.5104 8.1601 -0.3239
F 10.6937 -12.0960 10.1148 -0.3386
P 4.4436 -10.0764 21.7874 1.3102
C 6.9088 -12.0848 13.1876 0.1926
F 5.0915 -8.6244 21.5393 -0.3394
F 1.7053 -13.5874 12.9855 -0.3039
C 6.1775 -10.8605 12.6992 0.3974
O 5.3763 -11.1241 15.9522 0.1239
O 5.2265 -16.2163 15.1964 -0.4918
O 5.5204 -13.3546 20.7360 -0.2405
V 4.4883 -12.4729 20.0776 1.4792
O 7.8504 -12.6215 12.6389 -0.3297
O 7.0148 -15.5735 16.5995 -0.4516
O 3.8798 -12.3878 14.5953 -0.4921
F 0.4945 -13.7073 15.0489 -0.3815
O 6.5693 -10.1878 11.7374 -0.6025
P 10.3797 -10.7009 10.9211 1.3221
Zr 9.3770 -13.4701 11.1592 2.2877
H 2.6847 -6.6274 14.1338 0.4228
```

=====

2.
The following is a quantum chemistry calculation of C2H4F3GdO as an isolated structure in a non-equilibrium geometry, from the OMol25 dataset.

Results
- charge = +1
- E_HOMO (spin up / spin down) (Ha) = -0.3915 / -0.3999
- spin multiplicity = 9
- total energy (eV) = -33159.46111
- E_LUMO (spin up / spin down) (eV) = -7.31 / -7.85
- gap between HOMO and LUMO (spin up / spin down) (eV) = 3.345 / 3.029

Structure (XYZ):
```
11
Properties=species:S:1:pos:R:3:mulliken_charge:R:1
H 0.5259 1.7353 2.6734 0.2708
H 0.7362 3.4795 3.0295 0.1934
C -0.6802 2.4339 0.2496 0.8381
O -0.5002 3.0471 1.4641 0.1931
H -1.5212 3.3219 -0.1596 -0.1379
H 1.6015 2.7667 1.6233 0.3199
F -2.0301 1.5189 -1.6738 -0.6730
Gd -1.8741 5.1062 2.1330 0.8329
F 0.3938 2.6103 -0.5427 -0.2108
C 0.6880 2.7260 2.2368 -0.4590
F -0.6708 1.1103 0.5176 -0.1675
```

=====

3.
The following is a quantum chemistry calculation of C36H40BrMnN6O6S as an isolated structure in a non-equilibrium geometry, from the OMol25 dataset.

Results
- charge = +1
- E_HOMO (spin up / spin down) (Ha) = -0.3861 / -0.4007
- spin multiplicity = 2
- total energy (eV) = -171398.66013
- E_LUMO (spin up / spin down) (eV) = -3.27 / -3.27
- gap between HOMO and LUMO (spin up / spin down) (eV) = 7.234 / 7.630
- energy above the lowest of the compared OMol25 structures with the same formula, charge and spin (kJ/mol) = 0.0

Structure (XYZ):
```
91
Properties=species:S:1:pos:R:3:mulliken_charge:R:1
C 3.0325 -0.2074 -0.9724 -0.4395
C -0.9662 -1.6893 2.0226 -1.3573
S -2.3201 -0.9135 -0.1272 0.5960
C -0.2188 1.4105 2.0443 0.1917
H -1.5946 -3.7270 -0.7078 0.1417
O -2.1459 -1.6771 1.2650 -0.2690
H -5.4244 0.5012 1.3619 0.5028
C 2.9225 0.5161 0.3575 0.3929
H -2.8560 -1.9727 -2.1176 0.4632
N -0.5146 1.4562 -1.6939 0.6513
H 3.9327 0.0888 -1.5074 0.5053
C -4.4339 -1.0298 5.5804 -0.5148
H -5.5799 -2.3862 4.3752 0.4457
C 1.3133 -4.3617 -0.4988 -0.3614
H 0.5028 -1.1097 4.1204 0.3811
C -2.2174 -1.9524 4.1317 0.3430
H 3.0803 -1.2799 -0.7755 0.0628
H 1.1255 -3.7887 0.4020 0.7326
H -0.1987 -4.3606 2.6597 0.4153
Br 2.2071 -6.9127 -4.2035 -0.1430
C 1.2599 -4.5729 -2.8842 -0.7582
O 0.0909 -1.9930 -2.9584 -0.6672
H -5.1753 -1.1809 0.8981 0.3340
H -3.0931 -4.3112 -1.4360 0.5294
C -1.2743 3.6782 -2.0798 -0.8929
H -5.7967 4.1683 -6.6997 0.4414
C -2.7664 4.1792 -4.0342 -0.1141
N 1.8366 -5.5726 -0.3425 -0.6162
O -0.8225 1.0284 0.9152 -0.2556
H -1.0934 -0.6014 5.3747 0.3606
C -1.9465 3.2742 -3.2293 1.0736
O 0.2626 -1.8199 -0.7451 0.2874
H -4.0779 0.4375 -0.7577 0.6248
C -3.4999 -2.4349 3.8688 -0.3698
H 1.7266 0.8652 2.7702 0.4134
H 1.1347 -2.5886 3.3877 0.4389
H 0.3507 -2.6538 4.9677 0.4571
H -0.9702 0.0279 -3.1082 0.6352
Mn 0.2079 0.0550 -0.3638 0.2595
H -6.4361 6.4628 -7.4020 0.3944
C -0.5827 2.7428 -1.3361 -0.7397
C -1.1160 1.0679 -2.8325 -0.5239
C -3.1653 -0.5449 5.8536 -0.9764
N 1.7888 0.0758 -1.7151 -0.4188
C -1.1410 -3.9689 3.0452 -1.6363
C 1.8134 -5.8254 -2.7189 -0.1201
C -2.0676 -1.0037 5.1376 -0.3328
C -1.8449 1.9362 -3.6132 -0.9975
H -5.2716 8.4275 -6.5078 0.3876
C -3.9427 7.3288 -5.2630 -1.0131
H -3.6500 -3.1878 3.1052 0.1641
O -0.8201 1.7449 3.0291 -0.6709
H 1.8338 1.0079 -2.1135 0.3757
H -0.0817 -1.2063 1.6343 1.1815
N 1.6125 0.7394 0.6565 0.5385
C -4.9689 7.4436 -6.1756 -0.4287
H -0.0818 3.0164 -0.4191 0.4866
H 2.5094 -7.2735 -1.2905 0.4030
C 1.2907 1.3866 1.9147 -0.7226
C -3.6511 0.2364 0.2311 -0.8068
H -1.3753 -4.4852 3.9763 0.3719
C -3.6037 6.0346 -4.8762 0.7433
C 0.4149 -2.4578 -1.8719 0.0735
C -3.1248 -2.2183 -1.0875 -0.8393
N -3.6991 3.7550 -4.8410 -0.6632
C -1.0226 -2.4511 3.3022 2.9188
C 0.3219 -2.1767 3.9883 -2.3737
H 1.0260 -4.1753 -3.8623 0.6323
C -4.2500 4.9005 -5.3853 0.6062
O 3.8686 0.8249 1.0465 -0.6701
H 1.6741 2.4110 1.9573 0.4738
C 2.0819 -6.2881 -1.4329 -0.2910
H -1.9700 6.0842 -3.5055 0.1990
H 1.6673 -0.5662 -2.4942 0.2645
H -1.3107 4.6989 -1.7248 0.3683
H -5.2877 -0.6733 6.1411 0.4255
H -3.0223 0.1947 6.6301 0.4250
C -5.2908 5.0394 -6.3070 -0.7804
C -5.6362 6.3156 -6.6893 -0.5036
H -2.3383 1.5956 -4.5119 0.5771
H -3.4330 8.1994 -4.8728 0.3874
H -3.0493 -3.8923 0.2796 0.1943
C 1.0021 -3.8226 -1.7417 0.2664
H -3.1275 1.1230 0.5864 0.2884
H -1.9220 -4.2051 2.3236 0.2594
H -4.2062 -0.4639 2.1974 0.0976
C -2.6768 -3.6197 -0.7044 -0.9582
H -4.1991 -2.0901 -0.9585 0.7029
C -4.6702 -0.2742 1.2324 -1.0019
N -2.6574 5.5439 -4.0000 0.0013
C -4.5972 -1.9831 4.5857 -0.6610
```

=====

4.
The following is a quantum chemistry calculation of a 2-piece molecular cluster, C4H9NO2 overall, from the OMol25 dataset.

Results
- E_HOMO (Ha) = -0.3651
- total energy (eV) = -9877.56004
- E_LUMO (eV) = 0.79
- structure (SMILES) = [H]/N=C/CO.CC=O
- gap between HOMO and LUMO (eV) = 10.726
- energy above the lowest of the compared OMol25 structures with the same formula, charge and spin (kJ/mol) = 241.3

Structure (XYZ):
```
16
Properties=species:S:1:pos:R:3:mulliken_charge:R:1
H 1.6814 0.1728 0.7788 0.2541
H 1.0027 0.1407 -2.2420 0.3534
C -1.0678 0.3311 1.2650 -0.2556
C 1.9538 -0.1118 -0.2425 -0.8371
H -0.4950 -1.7641 0.6455 0.4405
H -0.7434 0.0290 2.2656 0.2487
C -0.9419 -0.8242 0.2888 -0.0173
O 0.7599 1.7870 -1.1024 -0.4878
H -2.6999 0.8763 0.4423 0.3182
C 1.1585 0.6603 -1.2732 0.1269
N -1.3769 -0.6562 -0.8929 -0.6409
H 3.0064 0.1541 -0.3880 0.3402
O -2.4108 0.7469 1.3573 -0.5445
H -0.4204 1.1556 0.9227 0.1853
H -1.2676 -1.5025 -1.4532 0.2568
H 1.8611 -1.1949 -0.3718 0.2592
```